18
Properties=species:S:1:pos:R:3:forces:R:3:lowdin_charge:R:1 method="wB97M-V/def2-TZVPD" total_charge=0 orbital_gap_ev=9.76
C -0.068 0.935 -2.355 -1.43 -0.09 -0.04 -0.14
C 0.509 -0.350 -1.742 1.05 0.96 1.85 -0.22
C 1.034 -0.106 -0.219 -3.09 -0.65 -1.44 -0.20
N -0.178 -0.426 0.571 -0.46 -1.38 0.22 -0.13
C -0.130 -0.085 1.988 -0.03 0.49 0.17 -0.33
N -1.290 -0.428 2.853 0.68 -0.26 0.30 -0.02
H 0.310 1.900 -2.015 0.73 -0.31 0.21 0.06
H -1.164 1.072 -2.154 0.74 -0.50 -0.34 0.08
H 0.086 0.889 -3.428 -0.29 0.20 -0.25 0.06
H -0.249 -1.161 -1.603 0.74 0.61 -0.59 0.11
H 1.382 -0.692 -2.335 -0.67 0.06 0.24 0.10
H 1.267 0.951 0.015 0.99 -0.62 -0.46 0.11
H 1.724 -0.924 -0.105 0.96 0.42 0.78 0.10
H -0.972 -0.024 0.086 -0.06 0.21 0.43 0.09
H 0.706 -0.631 2.434 0.45 0.64 -0.34 0.11
H -0.026 1.012 1.978 0.46 -0.08 0.87 0.10
H -1.949 -0.967 2.321 -0.27 -0.39 0.05 0.04
H -0.990 -0.965 3.710 -0.50 0.69 -1.64 0.08

---

18
Properties=species:S:1:pos:R:3:forces:R:3:lowdin_charge:R:1 method="wB97M-V/def2-TZVPD" total_charge=0 orbital_gap_ev=9.84
H 3.206 1.633 0.381 0.92 0.01 1.00 0.03
N 2.776 0.861 0.895 -0.43 0.03 -1.50 0.03
C 2.921 -0.165 0.135 -1.53 -0.38 0.53 -0.39
N 1.949 -1.122 0.051 0.23 -0.69 0.11 0.08
H 3.760 -0.440 -0.496 0.28 0.50 -0.45 0.11
H 2.034 -1.919 -0.554 0.37 0.03 0.08 0.09
H 1.065 -1.069 0.527 0.15 0.48 0.23 0.07
C -2.051 -0.862 0.505 0.71 0.90 0.13 -0.13
C -1.818 0.091 -0.697 -0.87 -0.73 0.43 -0.31
C -0.965 1.305 -0.281 0.06 -0.27 -0.50 -0.12
H -1.111 -1.168 0.968 0.07 -0.07 0.03 0.04
H -2.638 -1.765 0.337 -0.12 0.26 -0.25 0.07
H -2.538 -0.185 1.217 -0.13 -0.64 0.29 0.07
H -2.845 0.383 -0.910 -0.04 0.53 -0.39 0.09
H -1.510 -0.456 -1.605 0.44 0.42 0.40 0.10
H -1.101 2.155 -0.963 0.28 -0.35 -0.05 0.07
H -1.227 1.699 0.701 -0.26 -0.28 0.10 0.07
H 0.093 1.023 -0.211 -0.13 0.24 -0.17 0.04

---

18
Properties=species:S:1:pos:R:3:forces:R:3:lowdin_charge:R:1 method="wB97M-V/def2-TZVPD" total_charge=0 orbital_gap_ev=9.59
C 0.494 -1.729 -1.127 0.62 0.94 -0.39 -0.13
N 0.804 -0.288 -1.178 0.69 -0.96 0.55 -0.12
C 0.169 0.565 -0.187 -0.19 0.22 -0.57 -0.41
C -1.328 0.806 -0.582 0.88 -0.14 -0.32 -0.05
C 0.279 0.007 1.229 0.79 -1.70 -0.20 -0.30
N 0.093 1.066 2.171 -0.58 1.52 0.90 -0.01
H -0.575 -1.961 -1.071 0.02 -0.09 0.14 0.07
H 0.909 -2.190 -2.028 -0.15 0.01 0.10 0.08
H 1.054 -2.141 -0.286 -0.37 -0.25 0.06 0.07
H 0.791 0.101 -2.102 -0.27 0.07 -0.19 0.10
H 0.790 1.483 -0.164 -0.59 -0.13 -0.17 0.13
H -1.506 1.753 -1.100 0.08 0.01 0.26 0.07
H -1.966 0.702 0.281 -0.42 0.16 0.18 0.06
H -1.552 0.019 -1.315 -0.29 0.15 0.33 0.06
H -0.434 -0.836 1.366 -0.25 0.71 0.02 0.11
H 1.224 -0.567 1.346 0.06 0.83 -0.10 0.11
H 0.075 1.993 1.765 -0.21 -0.28 -0.43 0.06
H 0.678 1.216 2.983 0.19 -1.08 -0.16 0.07

---

18
Properties=species:S:1:pos:R:3:forces:R:3:lowdin_charge:R:1 method="wB97M-V/def2-TZVPD" total_charge=0 orbital_gap_ev=9.93
C -0.886 -1.118 -1.077 0.01 0.27 0.10 -0.08
C -0.410 -0.281 0.110 -0.69 0.74 0.36 -0.42
C -0.151 -1.173 1.318 -0.11 0.16 -0.02 -0.09
C 0.765 0.637 -0.245 -1.85 1.58 -2.34 -0.42
N 1.468 1.244 0.831 0.43 0.77 0.57 0.04
N 0.145 1.780 -1.157 2.19 -1.25 1.10 0.03
H -1.744 -1.725 -0.792 0.02 -0.11 0.03 0.07
H -1.211 -0.495 -1.909 0.08 0.03 -0.06 0.06
H -0.090 -1.776 -1.426 0.03 -0.11 -0.03 0.08
H -1.192 0.504 0.320 0.27 -1.11 0.27 0.14
H 0.040 -0.595 2.222 0.01 0.00 0.01 0.07
H 0.709 -1.819 1.135 0.07 -0.12 0.00 0.08
H -1.014 -1.806 1.516 -0.02 -0.08 0.01 0.07
H 1.492 0.133 -0.887 -0.07 -0.10 -0.07 0.13
H 1.734 0.613 1.574 -0.08 -0.13 -0.14 0.06
H 1.001 2.043 1.241 -0.11 -0.10 -0.12 0.08
H -0.527 2.388 -0.700 -0.03 -0.56 -0.10 0.05
H -0.128 1.446 -2.073 -0.16 0.12 0.46 0.04

---

18
Properties=species:S:1:pos:R:3:forces:R:3:lowdin_charge:R:1 method="wB97M-V/def2-TZVPD" total_charge=0 orbital_gap_ev=9.98
C -2.353 -0.590 -0.971 0.26 -0.86 -1.83 -0.15
N -0.990 -0.998 -0.591 0.20 1.04 1.11 -0.12
C -0.123 0.194 -0.790 0.53 -0.98 -0.55 -0.27
C 1.355 0.044 -0.430 0.38 -0.59 -0.37 -0.21
C 1.587 -0.156 1.060 -3.07 0.32 0.45 -0.25
N 0.989 0.969 1.869 3.06 -0.69 0.94 -0.02
H -2.539 0.484 -0.832 -0.33 -0.32 0.33 0.07
H -3.119 -1.269 -0.617 -0.06 0.23 0.95 0.07
H -2.474 -0.811 -2.058 0.37 0.61 0.36 0.08
H -0.974 -1.168 0.413 -0.22 -0.26 -0.08 0.08
H -0.185 0.298 -1.880 0.06 0.91 0.25 0.12
H -0.432 1.063 -0.211 -0.74 0.31 -0.39 0.09
H 1.746 -0.774 -1.052 0.26 0.07 0.34 0.11
H 1.856 0.971 -0.711 0.01 0.02 -0.26 0.11
H 1.044 -1.063 1.361 0.35 -0.09 -0.05 0.09
H 2.593 -0.242 1.460 0.17 -0.03 -0.59 0.11
H 0.198 1.572 1.850 -0.65 -0.35 -1.02 0.05
H 1.821 1.476 2.129 -0.60 0.66 0.40 0.04

---

18
Properties=species:S:1:pos:R:3:forces:R:3:lowdin_charge:R:1 method="wB97M-V/def2-TZVPD" total_charge=0 orbital_gap_ev=9.77
C 2.385 0.769 0.349 1.15 -0.05 2.45 -0.19
N 1.991 -0.497 -0.243 -0.68 0.00 0.37 -0.17
C 0.517 -0.476 -0.653 1.42 1.59 1.33 -0.21
C -0.482 -0.688 0.553 0.47 -0.34 0.71 -0.16
C -2.024 -0.432 0.250 0.81 -0.51 0.76 -0.32
N -2.349 0.861 -0.231 -0.39 2.22 -2.42 -0.04
H 3.559 0.782 0.653 -2.75 0.01 -1.13 0.12
H 2.076 1.688 -0.253 0.47 -0.91 0.81 0.08
H 1.873 0.711 1.368 0.61 1.04 -1.22 0.07
H 2.640 -0.654 -0.994 -0.50 -0.47 -0.71 0.08
H 0.447 -1.210 -1.431 -0.56 -0.27 -0.45 0.10
H 0.422 0.572 -1.003 -0.77 -0.58 -0.47 0.09
H -0.340 -1.753 0.891 -0.36 0.89 -0.29 0.11
H -0.125 -0.067 1.425 -0.49 -0.40 -0.98 0.10
H -2.737 -0.523 1.065 0.79 -0.79 0.85 0.11
H -2.300 -1.193 -0.441 -0.35 -0.90 -0.77 0.08
H -3.305 1.228 -0.037 1.17 -0.86 0.01 0.08
H -2.249 0.882 -1.267 -0.04 0.33 1.15 0.08

---

18
Properties=species:S:1:pos:R:3:forces:R:3:lowdin_charge:R:1 method="wB97M-V/def2-TZVPD" multiplicity=2 total_charge=+1 orbital_gap_ev="5.45 / 9.83"
C -0.540 0.520 -1.204 0.30 -0.33 -1.56 -0.11
C 0.178 -0.587 -0.520 2.70 -1.53 1.02 -0.21
C -0.593 -1.192 0.649 -0.57 1.10 1.42 -0.19
C 0.662 -0.192 2.525 1.13 0.18 0.88 -0.06
N -0.500 -0.343 1.840 0.14 -0.35 -1.21 -0.12
N 0.410 1.442 -2.014 -0.40 -0.55 0.32 0.21
H -1.077 0.015 -2.010 -0.71 0.49 0.28 0.14
H -1.181 1.151 -0.601 0.10 -0.08 0.25 0.14
H 0.588 -1.387 -1.153 -1.26 -0.03 -0.79 0.13
H 1.212 -0.374 -0.166 -0.71 1.05 0.56 0.12
H -1.665 -1.203 0.454 -0.01 -0.41 -0.42 0.13
H -0.286 -2.179 0.982 0.28 -0.29 -0.74 0.13
H 1.582 -0.628 2.175 -0.13 -0.24 -0.54 0.04
H 0.722 0.063 3.575 -0.63 0.20 -0.11 0.05
H -1.358 0.014 2.168 -0.55 0.36 0.68 0.11
H 1.388 1.344 -1.736 -0.05 0.25 0.30 0.17
H 0.106 2.415 -1.992 0.22 0.03 0.10 0.17
H 0.353 1.123 -2.973 0.15 0.14 -0.45 0.16

---

18
Properties=species:S:1:pos:R:3:forces:R:3:lowdin_charge:R:1 method="wB97M-V/def2-TZVPD" multiplicity=2 total_charge=+1 orbital_gap_ev="7.04 / 3.00"
C -1.817 1.243 0.171 -1.24 -0.84 -0.58 -0.12
C -1.429 0.264 1.263 2.08 1.39 0.32 -0.39
N -1.996 -1.054 1.170 0.18 -0.43 -0.95 0.00
H -2.894 1.271 -0.079 0.24 0.00 0.52 0.08
H -1.528 2.227 0.494 0.40 0.55 -0.48 0.07
H -1.376 0.844 -0.757 0.23 0.76 0.07 0.06
H -0.300 0.369 1.164 -0.77 -1.22 0.35 0.09
H -1.551 0.693 2.269 -0.59 -0.25 -0.27 0.11
H -2.963 -0.846 0.918 -0.02 -0.75 0.17 0.08
H -1.601 -1.623 0.389 -0.47 0.78 0.82 0.08
C 2.358 0.650 -0.743 -2.08 0.08 -1.48 0.02
C 1.939 -1.687 -1.069 0.65 -0.82 -2.80 0.12
N 1.851 -0.518 -1.528 1.37 -1.76 3.90 0.17
H 1.887 1.433 -1.308 0.78 1.36 -0.12 0.10
H 3.439 0.615 -0.649 -0.18 0.21 -0.08 0.12
H 1.714 0.659 0.154 0.54 -0.36 0.11 0.11
H 2.399 -1.974 -0.108 -0.55 0.70 0.22 0.16
H 1.869 -2.566 -1.753 -0.58 0.60 0.30 0.15